(1)
C3H11N2O2 | ωB97M-V with the def2-TZVPD basis set

XYZ file:
```
18
Properties=species:S:1:pos:R:3:forces:R:3
C -0.347823 -0.342998 -1.148902 0.45 -0.89 0.18
C -0.261124 -0.259364 0.367981 0.36 -0.52 0.24
C -1.412759 -1.134340 0.856382 -0.44 -0.75 2.98
N -1.595478 -1.108149 2.244177 0.73 1.16 -1.93
O -2.053565 -1.931518 0.218187 0.46 0.34 -1.17
N 0.859218 0.167519 -1.927169 -0.37 0.18 0.39
H -1.250302 0.136064 -1.514491 0.10 -0.05 -0.19
H -0.348237 -1.413912 -1.353926 -0.62 0.19 -0.22
H 0.638970 -0.702903 0.820494 0.02 -0.76 -0.75
H -0.121905 0.668448 0.908640 -1.01 0.82 -0.62
H -1.048978 -0.429051 2.740094 0.04 -0.26 0.56
H -1.819908 -1.991502 2.643347 -0.38 -0.29 0.51
H 1.405193 -0.564094 -2.383806 -0.14 -0.19 0.25
H 1.437097 0.622034 -1.218598 0.20 0.71 -0.49
H 0.542492 0.783549 -2.681057 0.37 0.34 0.41
H 2.493411 2.242624 0.239674 0.34 0.17 0.15
H 1.341687 3.032095 0.833827 -0.14 0.23 0.08
O 1.542018 2.225498 0.355145 0.04 -0.42 -0.37
```
Forces are in eV/Å.

Values from the calculation:
Total charge: +1
HOMO-LUMO gap: 9.806 eV


(2)
C3H11N2O2P | ωB97M-V with the def2-TZVPD basis set

XYZ file:
```
19
Properties=species:S:1:pos:R:3:forces:R:3
C -1.076706 -2.371327 0.086339 -0.71 0.75 0.55
C 0.696226 -2.186957 -1.416007 0.38 0.34 -1.49
C 1.041439 1.309802 -1.693804 -2.40 -0.57 0.69
N -1.208670 2.694475 3.337117 -0.84 0.66 -0.41
N -0.024395 -1.769048 -0.243840 -0.12 -0.04 -0.14
O -0.722846 0.798828 0.781572 -1.67 0.67 0.17
O 1.365782 0.430624 -0.625248 0.63 0.07 1.17
P 0.528416 0.057291 0.794833 2.22 -0.02 -1.30
H -0.807500 2.017422 2.693768 -0.34 0.51 -0.30
H -1.548915 -1.980127 1.015454 -0.06 -0.64 -0.75
H -1.545220 -3.134897 -0.570032 0.29 0.24 0.69
H 0.987587 -1.253104 -2.069287 -0.80 -2.04 1.26
H 1.686422 -2.597778 -1.028382 -1.33 0.07 -0.91
H -0.032099 -2.913470 -1.966268 1.98 0.94 0.50
H 0.809037 2.350761 -1.372534 0.39 -0.80 -0.28
H 0.174130 0.874534 -2.219893 -0.41 0.55 0.36
H 1.753611 1.198883 -2.458570 1.68 0.45 -0.52
H -1.534095 3.587624 2.900498 0.75 -1.46 0.33
H -0.542205 2.886466 4.054285 0.36 0.30 0.38
```
Forces are in eV/Å.

Values from the calculation:
Total charge: 0
HOMO-LUMO gap: 9.404 eV


(3)
C3H11N2OS | ωB97M-V with the def2-TZVPD basis set

XYZ file:
```
18
Properties=species:S:1:pos:R:3:forces:R:3
N 0.250123 -1.737643 0.977397 -2.06 2.43 -0.74
C 0.081510 -0.378736 0.076131 3.37 0.85 -2.76
C 0.371876 -0.772374 -1.362415 0.14 -0.09 -0.33
S 0.336419 0.657828 -2.504322 0.21 -0.13 -0.03
C 1.027865 0.716959 0.581907 0.61 0.23 0.64
N 0.878601 0.976124 2.039391 -0.41 0.01 -0.12
H 0.986719 -1.569010 1.665115 -0.02 0.37 -0.31
H -0.480155 -0.970457 1.169985 -0.85 -2.68 2.90
H -0.865974 0.192695 0.038000 -0.53 -0.98 0.70
H 1.303292 -1.354613 -1.309635 0.24 0.49 -0.22
H -0.330865 -1.515536 -1.742131 -0.37 0.01 0.38
H 2.092478 0.514201 0.401669 -0.26 -0.50 -0.10
H 0.863649 1.656809 0.054940 -0.29 -0.20 -0.11
H 0.632536 0.102455 2.494372 0.27 0.05 0.18
H 0.050875 1.546063 2.190060 0.08 0.17 -0.09
H -2.606891 0.151918 -1.006348 0.08 -0.07 -0.13
H -1.862181 0.923322 -2.121585 0.05 -0.17 0.29
O -2.729878 0.859996 -1.642531 -0.27 0.20 -0.15
```
Forces are in eV/Å.

Values from the calculation:
Total charge: -1
HOMO-LUMO gap: 6.891 eV


(4)
C3H11N2P2 | ωB97M-V with the def2-TZVPD basis set

XYZ file:
```
18
Properties=species:S:1:pos:R:3:forces:R:3
C -2.068638 -2.421140 -0.851550 -2.16 -2.59 -2.20
P -0.669084 -2.302374 0.170520 1.30 5.38 -0.97
N -0.498312 -0.578652 -0.311834 -0.56 -6.19 1.61
P 0.581012 0.508690 0.111044 0.78 3.79 0.62
C 1.641346 0.268368 1.593460 -0.83 1.41 -1.20
C -0.474317 2.024249 0.310348 1.20 -0.49 0.93
N 1.641979 0.707125 -1.158387 -0.76 -2.14 2.11
H -2.354128 -3.405774 -1.444046 0.71 1.58 1.85
H -2.928377 -2.101637 -0.230560 0.13 -0.20 -0.31
H -1.905378 -1.703170 -1.634389 -0.26 0.51 -0.21
H 2.061425 1.208316 1.965237 -0.12 0.17 -0.55
H 2.461193 -0.320563 1.258001 0.56 -0.98 0.25
H 1.030598 -0.062272 2.388232 -0.38 -1.11 0.93
H -1.119694 1.820197 1.209276 0.51 0.57 -1.01
H -1.009586 2.179586 -0.595103 -1.03 -0.55 -0.67
H 0.076501 2.978977 0.342593 0.20 -0.54 0.81
H 1.829112 -0.294695 -1.356445 0.67 1.52 -1.34
H 1.704348 1.494769 -1.766397 0.05 -0.14 -0.65
```
Forces are in eV/Å.

Values from the calculation:
Total charge: +1
HOMO-LUMO gap (spin up / spin down): 8.294 / 8.293 eV
Structure (SMILES): C/P=N/P(C)(C)=[NH2+]


(5)
C3H11N2S | ωB97M-V with the def2-TZVPD basis set

XYZ file:
```
17
Properties=species:S:1:pos:R:3:forces:R:3
C 0.442853 1.594630 0.586369 1.45 1.78 0.04
C -1.693599 -1.781215 0.761462 1.61 -1.20 2.42
C 0.890972 0.340034 -0.215139 -0.76 3.65 0.86
N 0.421850 0.380341 -1.510401 -0.16 -0.72 -2.21
N 2.143847 -0.153284 0.042318 1.76 -0.79 -0.33
S -0.528721 1.517676 -2.117790 -0.29 -1.97 -0.14
H -0.603770 1.823706 0.525089 -0.74 -0.14 -0.67
H 0.489813 1.364623 1.636491 0.85 0.26 0.56
H 1.008527 2.599630 0.273181 -0.86 -2.42 0.86
H -2.504850 -1.203491 1.135056 0.10 1.08 1.04
H -0.582768 -1.614172 1.000791 -1.93 0.01 0.38
H -1.805036 -1.741108 -0.233748 -0.17 0.14 -3.98
H 0.066077 -0.345869 0.051278 -0.85 -0.85 0.00
H -1.950650 -2.806799 1.010307 0.33 -0.19 0.25
H 2.492798 -0.320977 1.001065 -0.72 0.25 -1.11
H 2.780959 -0.395907 -0.730193 -0.75 0.09 0.79
H -1.068302 0.742181 -3.216136 1.12 1.02 1.23
```
Forces are in eV/Å.

Values from the calculation:
Total charge: +1
HOMO-LUMO gap (spin up / spin down): 6.997 / 6.994 eV


(6)
C3H11N2S | ωB97M-V with the def2-TZVPD basis set

XYZ file:
```
17
Properties=species:S:1:pos:R:3:forces:R:3
C 0.671958 0.848997 -2.047593 -0.61 -0.81 -0.55
S 0.955984 -0.193279 -0.598755 0.18 -1.71 0.37
C 0.900828 -2.094900 -1.099790 0.43 0.37 1.14
H 0.272709 0.238632 -2.850652 0.44 -0.37 -0.31
H -0.170371 1.554265 -1.962506 0.69 0.15 0.63
H 1.641730 1.254454 -2.300494 -0.23 0.47 -0.33
H -0.141556 -2.352558 -1.405101 1.24 0.42 -0.91
H 0.999676 -2.823338 -0.210224 0.30 1.81 -0.75
H 1.863109 -2.190220 -1.700561 -1.99 -0.29 0.16
N -0.866139 -0.442477 1.882119 -1.94 1.21 2.26
C -1.225333 0.848487 2.075719 1.78 -2.76 -2.19
N -0.755349 1.782380 1.316191 1.01 0.62 -0.87
H 0.071654 -0.547672 1.595445 0.88 -0.89 -0.83
H -1.323184 -1.114839 2.535390 1.00 0.70 -0.89
H -1.905248 0.923271 2.828972 -2.10 1.36 1.78
H -0.104224 1.531196 0.549244 -0.53 -0.27 0.71
H -0.886245 2.777602 1.392593 -0.55 -0.01 0.59
```
Forces are in eV/Å.

Values from the calculation:
Total charge: +1
HOMO-LUMO gap: 8.791 eV